Entry from the Open Molecules 2025 dataset: C68H66NbO19 as an isolated structure (the ωB97M-V functional and the def2-TZVPD basis).

Positions of all 154 atoms, in Å:
C: -0.660 2.452 -0.734
C: -2.214 2.099 -1.118
O: -3.008 1.466 -0.070
Nb: -2.231 -0.364 0.621
C: -1.445 -2.266 1.655
C: -1.371 -0.957 -1.418
C: -0.597 -2.396 -1.466
C: 0.932 -2.408 -0.879
C: 1.583 -0.909 -0.620
C: 1.985 -3.368 -1.699
C: 2.192 -3.010 -3.277
C: 3.106 -1.651 -3.560
C: 2.658 -0.501 -4.401
C: 1.191 -0.466 -5.171
C: 3.624 0.835 -4.567
O: -3.957 -1.473 0.115
C: -5.047 -0.646 -0.404
O: -5.755 0.270 0.314
C: -5.581 -0.862 -1.957
C: -6.558 -2.188 -2.210
C: -7.238 -2.558 -3.679
C: -6.908 -1.520 -4.927
C: -5.905 -0.195 -4.741
C: -5.256 0.111 -3.231
H: 0.146 1.762 -1.244
H: -0.497 2.492 0.447
H: -0.413 3.559 -1.106
H: -2.732 3.157 -1.320
H: -2.274 1.556 -2.181
H: -2.935 0.087 2.268
H: -0.702 0.437 1.170
H: -0.283 -2.179 1.918
H: -1.972 -2.344 2.724
H: -1.719 -3.261 1.103
H: -2.326 -1.078 -2.126
H: -0.728 -0.107 -1.941
H: -1.285 -3.267 -1.026
H: -0.502 -2.673 -2.624
H: 0.856 -2.896 0.209
H: 2.766 -1.054 -0.572
H: 1.238 -0.401 0.376
H: 1.413 -0.169 -1.541
H: 3.031 -3.259 -1.142
H: 1.623 -4.487 -1.514
H: 2.837 -3.904 -3.739
H: 1.219 -2.961 -3.924
H: 4.159 -1.637 -3.001
H: 1.312 -1.100 -6.163
H: 0.328 -0.959 -4.516
H: 0.844 0.610 -5.475
H: 4.177 1.141 -3.570
H: 4.426 0.601 -5.392
H: 2.901 1.703 -4.952
H: -6.819 -2.947 -1.332
H: -7.953 -3.500 -3.789
H: -7.415 -1.751 -5.971
H: -5.703 0.523 -5.670
H: -4.562 1.047 -3.118
C: 1.014 3.666 3.282
C: 1.309 4.855 3.816
C: 0.263 5.704 4.421
O: 0.531 6.794 4.908
C: -1.120 5.187 4.413
C: -1.415 3.998 3.879
C: -0.369 3.150 3.275
O: -0.638 2.060 2.787
H: 1.769 3.032 2.834
H: 2.318 5.248 3.830
H: -1.875 5.822 4.861
H: -2.425 3.606 3.865
C: 0.114 -8.514 -3.395
C: 0.409 -7.325 -2.861
C: -0.637 -6.476 -2.257
O: -0.369 -5.386 -1.769
C: -2.020 -6.993 -2.264
C: -2.315 -8.182 -2.798
C: -1.269 -9.030 -3.402
O: -1.538 -10.120 -3.890
H: 0.869 -9.148 -3.843
H: 1.418 -6.932 -2.847
H: -2.775 -6.358 -1.816
H: -3.325 -8.574 -2.812
C: -8.776 2.219 -1.667
C: -8.735 1.158 -2.478
C: -9.610 1.066 -3.664
O: -9.574 0.094 -4.406
C: -10.530 2.192 -3.919
C: -10.571 3.253 -3.107
C: -9.697 3.345 -1.922
O: -9.732 4.317 -1.180
H: -8.142 2.302 -0.793
H: -8.065 0.324 -2.305
H: -11.164 2.108 -4.793
H: -11.241 4.086 -3.280
C: 1.232 7.974 -1.388
C: 1.480 6.782 -0.837
C: 2.026 6.669 0.530
O: 2.255 5.579 1.035
C: 2.286 7.924 1.264
C: 2.037 9.116 0.713
C: 1.491 9.229 -0.654
O: 1.262 10.319 -1.159
H: 0.832 8.075 -2.390
H: 1.294 5.853 -1.362
H: 2.686 7.823 2.266
H: 2.223 10.045 1.238
C: 8.303 -1.864 -1.993
C: 9.384 -1.147 -1.673
C: 9.520 0.263 -2.091
O: 10.510 0.919 -1.800
C: 8.414 0.849 -2.875
C: 7.333 0.131 -3.195
C: 7.197 -1.278 -2.776
O: 6.207 -1.935 -3.067
H: 8.188 -2.899 -1.695
H: 10.203 -1.562 -1.098
H: 8.529 1.884 -3.173
H: 6.514 0.546 -3.770
C: 10.981 -0.160 -4.908
C: 11.355 0.885 -5.653
C: 11.761 0.716 -7.062
O: 12.106 1.672 -7.743
C: 11.736 -0.652 -7.617
C: 11.362 -1.697 -6.872
C: 10.956 -1.528 -5.463
O: 10.611 -2.483 -4.782
H: 10.681 -0.053 -3.873
H: 11.379 1.895 -5.260
H: 12.036 -0.759 -8.652
H: 11.339 -2.707 -7.265
C: -2.968 0.856 6.161
C: -2.720 -0.336 6.712
C: -2.174 -0.449 8.079
O: -1.945 -1.539 8.584
C: -1.914 0.806 8.813
C: -2.163 1.998 8.261
C: -2.709 2.111 6.894
O: -2.938 3.201 6.390
H: -3.368 0.957 5.159
H: -2.906 -1.265 6.187
H: -1.514 0.705 9.814
H: -1.977 2.927 8.786
C: -3.419 -2.519 14.080
C: -3.045 -1.474 13.336
C: -2.639 -1.643 11.927
O: -2.294 -0.687 11.245
C: -2.664 -3.011 11.372
C: -3.038 -4.056 12.116
C: -3.444 -3.887 13.525
O: -3.789 -4.842 14.207
H: -3.719 -2.412 15.116
H: -3.021 -0.464 13.728
H: -2.364 -3.118 10.337
H: -3.061 -5.066 11.724

The HOMO-LUMO gap is 3.950 eV. As for the HOMO energy: -4.7 eV. The total charge is -1.

Entry from the Open Molecules 2025 dataset: a 6-piece molecular cluster, H14NO5 overall (the ωB97M-V functional and the def2-TZVPD basis).

Positions of all 20 atoms, in Å:
N: -0.704 0.860 1.078
H: -0.366 1.110 2.019
H: -1.163 -0.058 1.026
H: -1.407 1.593 0.978
H: 0.034 0.981 0.357
H: 3.660 -1.222 -1.483
H: 2.710 -0.499 -2.438
O: 2.785 -0.825 -1.541
H: -2.543 -1.749 -3.626
H: -3.094 -0.329 -3.832
O: -2.958 -1.013 -3.172
H: -1.322 -2.209 -0.546
H: -2.608 -1.610 0.081
O: -1.660 -1.717 0.200
H: 2.529 1.276 0.592
H: 1.877 0.212 -0.444
O: 1.837 1.106 -0.041
H: -0.024 1.435 4.166
H: 1.418 1.561 4.094
O: 0.654 1.659 3.500

The value obtained for the energy relative to the best compared isomer or geometry (same formula, charge and spin) is 1.090 eV. The HOMO-LUMO gap is 11.485 eV. As for the HOMO energy: -14.4 eV. The total charge is +1.

Entry from the Open Molecules 2025 dataset: C33H71B2Cl64O7P as an isolated structure (the ωB97M-V functional and the def2-TZVPD basis).

Positions of all 178 atoms, in Å:
C: -0.469 3.049 2.703
B: -0.492 1.507 2.740
O: -1.678 0.879 2.995
O: 0.624 0.665 2.580
P: 1.238 0.532 1.183
O: 2.667 0.561 1.247
O: 0.725 1.659 0.299
O: 0.662 -0.722 0.473
B: 1.331 -1.908 0.691
O: 1.994 -2.182 1.833
O: 1.250 -2.829 -0.292
H: 0.467 3.450 3.021
H: -1.290 3.380 3.296
H: -0.662 3.380 1.711
H: -1.655 0.619 3.920
H: 1.306 2.391 0.577
H: 1.467 -2.766 2.391
H: 0.465 -3.365 -0.128
C: 2.381 2.455 6.050
Cl: 3.120 3.117 4.575
Cl: 0.620 2.419 5.985
H: 2.740 1.443 6.186
H: 2.675 3.076 6.885
C: 2.604 -2.045 -3.432
Cl: 4.135 -1.822 -4.294
Cl: 1.699 -3.432 -4.062
H: 2.810 -2.216 -2.385
H: 2.002 -1.156 -3.556
C: -4.698 2.465 2.744
Cl: -5.639 2.318 1.251
Cl: -3.585 3.839 2.673
H: -5.380 2.609 3.570
H: -4.122 1.561 2.887
C: -1.045 -5.370 2.084
Cl: -1.376 -4.413 0.620
Cl: 0.540 -5.001 2.768
H: -1.805 -5.136 2.821
H: -1.076 -6.419 1.824
C: -0.353 -2.821 -7.123
Cl: 0.074 -1.943 -8.593
Cl: -1.881 -2.253 -6.433
H: -0.449 -3.874 -7.367
H: 0.428 -2.679 -6.390
C: -2.365 -2.218 4.475
Cl: -0.811 -2.343 3.627
Cl: -3.477 -3.497 3.996
H: -2.181 -2.302 5.537
H: -2.813 -1.264 4.240
C: 5.865 0.784 3.051
Cl: 7.161 0.208 1.984
Cl: 5.933 0.017 4.647
H: 5.973 1.853 3.179
H: 4.907 0.557 2.593
C: -5.354 -2.434 -4.956
Cl: -5.475 -1.485 -3.470
Cl: -6.414 -3.850 -4.932
H: -5.635 -1.806 -5.786
H: -4.331 -2.768 -5.066
C: 3.751 2.568 -1.521
Cl: 2.725 1.435 -2.408
Cl: 2.812 3.635 -0.463
H: 4.438 2.002 -0.905
H: 4.289 3.178 -2.232
C: 9.019 1.833 4.669
Cl: 7.971 3.209 5.050
Cl: 10.696 2.336 4.428
H: 8.980 1.132 5.491
H: 8.664 1.365 3.761
C: -2.086 7.428 1.836
Cl: -2.224 7.125 3.576
Cl: -1.202 6.134 1.016
H: -3.078 7.489 1.416
H: -1.557 8.358 1.686
C: -5.972 -6.563 4.992
Cl: -5.435 -5.988 3.405
Cl: -7.370 -5.667 5.577
H: -6.237 -7.608 4.910
H: -5.161 -6.435 5.697
C: -6.284 -2.290 -0.032
Cl: -6.334 -1.359 1.474
Cl: -7.350 -3.698 -0.010
H: -6.599 -1.646 -0.839
H: -5.267 -2.624 -0.192
C: 7.750 -2.394 -4.859
Cl: 7.340 -1.367 -6.239
Cl: 9.303 -1.941 -4.144
H: 6.978 -2.292 -4.109
H: 7.810 -3.419 -5.199
C: -7.921 -7.216 -1.270
Cl: -7.525 -6.257 -2.699
Cl: -9.441 -6.693 -0.540
H: -8.013 -8.253 -1.562
H: -7.129 -7.100 -0.544
C: -5.066 2.036 6.784
Cl: -3.654 2.403 5.782
Cl: -5.912 0.597 6.205
H: -4.738 1.866 7.797
H: -5.745 2.878 6.745
C: 5.014 -2.963 2.109
Cl: 4.832 -3.489 3.791
Cl: 5.833 -4.182 1.121
H: 4.036 -2.779 1.694
H: 5.606 -2.058 2.097
C: 12.268 4.030 1.280
Cl: 11.234 5.408 1.661
Cl: 13.949 4.518 1.016
H: 12.236 3.336 2.107
H: 11.900 3.561 0.378
C: -2.738 4.954 9.098
Cl: -4.330 4.416 8.543
Cl: -1.616 3.602 9.275
H: -2.337 5.646 8.370
H: -2.854 5.439 10.057
C: -3.924 1.795 -5.386
Cl: -4.965 0.702 -6.308
Cl: -4.849 2.811 -4.278
H: -3.227 1.200 -4.811
H: -3.394 2.430 -6.082
C: 10.837 -1.604 -8.136
Cl: 10.030 -1.755 -9.702
Cl: 12.055 -0.323 -8.152
H: 10.095 -1.370 -7.383
H: 11.322 -2.541 -7.902
C: -3.509 8.872 -1.395
Cl: -3.614 9.811 0.103
Cl: -4.454 7.383 -1.300
H: -3.887 9.476 -2.207
H: -2.473 8.612 -1.567
C: 1.651 -6.186 -7.136
Cl: 2.557 -5.792 -8.600
Cl: -0.097 -6.200 -7.428
H: 1.950 -7.166 -6.794
H: 1.870 -5.439 -6.383
C: 5.711 5.442 2.850
Cl: 4.634 4.457 1.850
Cl: 4.830 6.471 3.985
H: 6.330 4.757 3.412
H: 6.310 6.071 2.207
C: -10.854 -4.723 -4.094
Cl: -11.883 -5.816 -5.031
Cl: -11.800 -3.747 -2.964
H: -10.142 -5.315 -3.534
H: -10.337 -4.062 -4.776
C: -8.749 2.201 4.043
Cl: -8.877 1.946 5.795
Cl: -7.891 0.881 3.237
H: -9.738 2.256 3.610
H: -8.211 3.124 3.869
C: -7.355 -6.632 9.440
Cl: -5.823 -6.775 8.569
Cl: -8.485 -7.914 9.000
H: -7.153 -6.695 10.501
H: -7.800 -5.677 9.195
C: 17.375 5.321 -0.342
Cl: 17.623 7.006 0.128
Cl: 18.797 4.327 -0.005
H: 16.537 4.926 0.214
H: 17.171 5.284 -1.403
C: -0.402 -5.323 -11.133
Cl: 0.038 -4.503 -12.638
Cl: -1.937 -4.737 -10.487
H: -0.492 -6.382 -11.331
H: 0.373 -5.141 -10.401
C: -9.825 1.709 0.260
Cl: -10.799 0.509 -0.590
Cl: -10.793 2.654 1.412
H: -9.043 1.200 0.807
H: -9.400 2.390 -0.465
C: 1.945 8.607 5.522
Cl: 0.422 8.500 4.636
Cl: 1.821 7.892 7.136
H: 2.702 8.073 4.967
H: 2.218 9.649 5.626
C: 1.441 -3.488 -16.081
Cl: 0.636 -3.697 -17.640
Cl: 2.660 -2.210 -16.135
H: 0.698 -3.226 -15.341
H: 1.926 -4.417 -15.814

The HOMO-LUMO gap is 10.457 eV. As for the HOMO energy: -10.5 eV. The total charge is 0.

Entry from the Open Molecules 2025 dataset: C40H59CuN4O3SSbSe as an isolated structure (the ωB97M-V functional and the def2-TZVPD basis).

Positions of all 110 atoms, in Å:
Cu: -1.104 -0.478 -0.316
C: -3.996 2.620 -0.957
C: -3.384 1.342 -0.450
O: -2.241 1.053 -0.804
N: -4.129 0.628 0.414
C: -3.790 -0.626 1.085
C: -3.898 -1.842 0.179
C: -4.427 -3.047 0.612
C: -4.440 -4.110 -0.276
C: -3.938 -3.930 -1.555
C: -3.430 -2.685 -1.897
N: -3.408 -1.662 -1.043
H: -3.333 3.061 -1.697
H: -4.120 3.321 -0.128
H: -4.973 2.434 -1.407
H: -5.050 0.995 0.589
H: -4.470 -0.723 1.929
H: -2.782 -0.549 1.507
H: -4.809 -3.152 1.621
H: -4.835 -5.072 0.029
H: -3.925 -4.738 -2.274
H: -2.998 -2.503 -2.873
C: 3.264 4.146 -1.852
C: 2.230 4.488 -0.778
C: 2.685 3.998 0.600
Sb: 0.311 3.617 -1.220
C: -0.912 5.060 -0.141
C: -0.372 6.488 -0.178
C: -1.196 4.613 1.296
C: 0.051 4.614 -3.128
C: -1.403 4.997 -3.403
C: 0.567 3.688 -4.237
H: 4.251 4.529 -1.563
H: 3.017 4.587 -2.820
H: 3.357 3.062 -1.987
H: 2.088 5.569 -0.756
H: 2.774 2.905 0.613
H: 1.982 4.270 1.392
H: 3.661 4.424 0.863
H: -1.857 5.035 -0.691
H: 0.527 6.583 0.437
H: -1.111 7.190 0.226
H: -0.119 6.823 -1.188
H: -0.286 4.604 1.904
H: -1.603 3.601 1.345
H: -1.903 5.299 1.779
H: 0.662 5.522 -3.094
H: -2.043 4.106 -3.441
H: -1.496 5.494 -4.376
H: -1.816 5.673 -2.655
H: -0.012 2.760 -4.264
H: 1.613 3.406 -4.101
H: 0.476 4.161 -5.223
C: 5.243 0.036 0.123
N: 5.107 -0.061 -1.322
C: 6.142 -0.179 -2.247
C: 5.583 -0.216 -3.467
N: 4.212 -0.116 -3.267
C: 3.898 -0.018 -1.947
S: 2.388 0.130 -1.240
H: 6.291 -0.105 0.378
H: 4.634 -0.727 0.602
H: 4.900 1.008 0.470
H: 7.175 -0.229 -1.948
H: 6.029 -0.300 -4.442
H: 3.493 -0.109 -3.970
C: 1.875 -8.049 -1.285
C: 1.361 -6.640 -1.120
C: 0.460 -6.312 -0.122
C: -0.029 -5.014 0.040
C: -0.983 -4.776 1.191
C: 0.392 -4.018 -0.852
C: 1.305 -4.326 -1.876
C: 1.846 -3.292 -2.837
C: 1.777 -5.627 -1.979
C: -0.161 -2.633 -0.730
O: -0.405 -2.154 0.441
O: -0.439 -1.942 -1.740
H: 1.556 -8.688 -0.461
H: 2.966 -8.070 -1.326
H: 1.509 -8.494 -2.214
H: 0.121 -7.083 0.563
H: -1.393 -5.730 1.526
H: -1.804 -4.109 0.930
H: -0.466 -4.308 2.030
H: 2.450 -2.552 -2.304
H: 1.052 -2.733 -3.327
H: 2.470 -3.781 -3.586
H: 2.493 -5.857 -2.763
C: -1.241 -1.437 7.097
C: -1.038 -0.921 5.694
C: -1.930 -0.040 5.109
C: -1.728 0.484 3.828
C: -2.777 1.437 3.302
C: -0.585 0.115 3.106
Se: -0.110 0.973 1.462
C: 0.310 -0.822 3.670
C: 1.542 -1.315 2.945
C: 0.071 -1.309 4.949
H: -2.143 -1.019 7.546
H: -0.396 -1.173 7.736
H: -1.331 -2.526 7.114
H: -2.815 0.264 5.664
H: -2.856 2.325 3.936
H: -3.760 0.954 3.299
H: -2.537 1.770 2.296
H: 1.391 -1.353 1.871
H: 1.807 -2.311 3.307
H: 2.395 -0.652 3.124
H: 0.773 -2.020 5.376

The value obtained for the energy relative to the best compared isomer or geometry (same formula, charge and spin) is 0.858 eV. Its expectation value of S² is 0.761. The HOMO-LUMO gap (alpha / beta) is 7.418 / 6.444 eV. As for the HOMO energy (alpha / beta): -7.0 / -6.9 eV. As for the multiplicity: 2. The total charge is 0.

Number 1: F_max 8.5 eV Å⁻¹. Number 2: F_max 1.7 eV Å⁻¹. Number 3: F_max 3.3 eV Å⁻¹. Number 4: F_max 1.0 eV Å⁻¹.